The following is a quantum chemistry calculation of a molecular structure, C29H46AlP2, from the OMol25 dataset.

```
! RIJCOSX wB97M-V def2-TZVPD def2/J DEFGRID3
* xyz 1 1
Al 3.20 0.60 -2.10
C -0.78 -0.59 0.86
C -0.55 -1.76 0.07
C 1.46 -1.00 0.83
C 0.49 -0.01 1.16
C 0.84 -1.92 -0.07
C -2.10 -0.14 1.37
H -2.70 0.32 0.57
H -1.96 0.58 2.19
H -2.67 -1.00 1.77
C 0.73 1.30 1.81
H -0.18 1.73 2.25
H 1.11 2.05 1.10
H 1.46 1.24 2.63
C 2.84 -1.12 1.36
H 3.06 -0.34 2.10
H 3.57 -1.09 0.53
H 2.98 -2.08 1.92
C 1.46 -2.98 -0.91
H 1.16 -3.99 -0.59
H 2.56 -2.95 -0.85
H 1.16 -2.91 -1.97
C -1.58 -2.71 -0.42
H -1.21 -3.74 -0.29
H -1.81 -2.55 -1.48
H -2.51 -2.61 0.15
C -3.28 1.70 -1.67
C -4.28 0.80 -1.80
C -4.63 0.05 -3.04
C -3.68 0.21 -4.28
C -2.46 -0.67 -4.22
C -1.52 -0.64 -3.27
C -1.15 0.49 -2.37
C -1.98 1.78 -2.45
H -5.64 0.39 -3.34
H -3.39 1.25 -4.46
H -4.76 -1.04 -2.88
H -2.05 2.17 -3.48
H -3.31 2.43 -0.84
H -5.04 0.71 -1.02
H -1.39 2.55 -1.94
H -1.32 0.12 -1.36
H -0.95 -1.57 -3.08
H -0.07 0.75 -2.45
H -4.27 -0.14 -5.15
H -2.45 -1.49 -4.96
P 0.66 1.81 -4.59
C 0.54 3.47 -5.39
C -0.14 0.95 -6.04
P 3.03 0.00 -4.20
C 2.40 1.48 -5.05
C 1.98 -1.43 -4.65
C 4.69 -0.23 -4.89
H 1.41 4.07 -5.11
H -0.37 3.99 -5.05
H 0.50 3.39 -6.48
H 0.27 1.33 -6.98
H -1.22 1.16 -6.02
H -0.01 -0.14 -5.99
H 4.63 0.01 -5.97
H 4.99 -1.29 -4.74
H 5.40 0.44 -4.38
H 2.97 2.36 -4.73
H 2.50 1.32 -6.14
H 2.54 -2.36 -4.42
H 1.77 -1.42 -5.73
H 1.03 -1.43 -4.08
C 3.58 4.20 0.91
C 3.95 2.94 1.42
C 4.15 1.86 0.56
C 3.74 1.97 -0.80
C 3.33 3.23 -1.29
C 3.31 4.35 -0.44
H 3.50 5.06 1.57
H 4.06 2.81 2.50
H 4.58 0.92 0.90
H 2.97 3.32 -2.32
H 3.02 5.33 -0.87
*
```

Total energy = -55982.925 eV
HOMO-LUMO gap (spin up / spin down) = 5.53 / 5.25 eV
HOMO (spin up / spin down) = -9.2 / -9.1 eV